# C9H14O

A 2-piece molecular cluster, C9H14O overall (the ωB97M-V functional and the def2-TZVPD basis, the OMol25 dataset).

```
24
Properties=species:S:1:pos:R:3
C -0.81913 2.24864 1.99804
C -0.44287 0.84192 1.63488
C 0.49661 0.13611 2.38980
C 0.74226 -1.21272 2.22571
C -0.14797 -1.92000 1.42743
O 0.06508 -3.26720 1.40552
C -0.99754 -1.25932 0.56337
C -1.12511 0.12427 0.66421
H -1.65882 2.26615 2.70719
H -1.29514 2.81169 1.18576
H 0.06440 2.76710 2.34889
H 1.02825 0.68809 3.12888
H 1.58067 -1.79336 2.58094
H -0.34239 -3.67616 0.63129
H -1.52710 -1.83500 -0.18666
H -1.74159 0.68513 -0.03694
C 0.77020 1.00664 -3.41955
C 0.78411 -0.40080 -2.77881
H 0.23092 1.68868 -2.78254
H 1.78708 1.39080 -3.48344
H 0.37473 0.97140 -4.43270
H 1.78170 -0.68192 -2.46089
H 0.27448 -1.14442 -3.39734
H 0.11719 -0.43572 -1.91303
```

Summary:
SMILES	Cc1ccc(O)cc1.CC
calculated total energy	-11606.988	eV
energy above the lowest of the compared OMol25 structures with the same formula, charge and spin	15.0	kcal/mol
total charge	0